The following is a quantum chemistry calculation of a structure of composition C18H12BF4N4SeTc, from OMol25.

Calculated values
Charge: +3
E_HOMO (spin up / spin down): -0.690 / -0.693 hartree
2S+1: 4
HOMO-LUMO gap (spin up / spin down): 6.422 / 5.471 eV

Last column: Löwdin spin population.
Cartesian coordinates (Å):
Tc1 -0.207 -0.372 0.606  2.39
C1 0.301 -0.314 -3.740  0.00
C2 -0.231 -0.563 -2.480  0.01
N1 0.357 -0.098 -1.370  0.02
C3 1.495 0.662 -1.491  0.01
C4 2.078 0.969 -2.711  0.00
C5 1.450 0.440 -3.863  0.02
C6 3.245 1.806 -2.724  0.00
C7 3.763 2.288 -1.577  0.00
C8 3.163 1.977 -0.310  0.00
C9 3.615 2.462 0.937  0.03
C10 2.940 2.135 2.098  0.00
C11 1.824 1.315 2.042  0.02
N2 1.397 0.818 0.873  -0.01
C12 2.042 1.156 -0.294  0.01
H1 -0.204 -0.711 -4.609  0.00
H2 -1.149 -1.127 -2.364  0.00
H3 1.871 0.635 -4.843  0.00
H4 3.700 2.058 -3.673  0.00
H5 4.637 2.925 -1.600  0.00
H6 4.489 3.103 0.979  0.00
H7 3.263 2.513 3.059  0.00
H8 1.273 1.054 2.936  0.00
F1 -1.853 3.787 1.173  0.00
B1 -2.373 3.394 0.028  0.00
F2 -1.540 2.965 -0.918  0.00
F3 -3.661 3.334 -0.162  0.00
F4 -1.438 0.923 0.891  0.16
Se1 -1.548 -0.682 3.891  -0.02
N3 -0.939 -1.297 2.263  0.09
C13 -1.764 -2.304 1.875  0.01
C14 -1.632 -3.046 0.692  0.05
C15 -2.644 -3.950 0.382  0.04
C16 -3.732 -4.185 1.249  0.00
C17 -3.850 -3.517 2.440  0.07
C18 -2.861 -2.547 2.770  0.01
N4 -2.860 -1.803 3.864  0.09
H9 -0.712 -3.038 0.107  0.00
H10 -2.569 -4.538 -0.525  0.00
H11 -4.465 -4.934 0.978  0.00
H12 -4.673 -3.692 3.122  0.00

---

The following is a quantum chemistry calculation of a structure of composition C18H12Cl3F6GeMnN5Sb, from OMol25.

Calculated values
Charge: +1
E_HOMO (spin up / spin down): -0.438 / -0.439 hartree
2S+1: 6
HOMO-LUMO gap (spin up / spin down): 6.558 / 6.197 eV

Last column: Löwdin spin population.
Cartesian coordinates (Å):
Mn1 0.001 -0.596 -0.363  3.83
C1 3.844 -2.258 0.040  0.00
C2 4.685 -1.170 0.263  0.01
C3 4.133 0.066 0.504  0.00
C4 2.746 0.223 0.504  0.01
N1 1.936 -0.827 0.239  0.01
C5 2.489 -2.045 0.029  0.01
N2 2.278 1.484 0.824  0.01
C6 1.037 1.763 0.925  0.00
N3 -0.063 0.956 0.636  -0.04
C7 -1.237 1.568 1.073  0.00
N4 -2.416 1.079 1.134  0.01
C8 -2.696 -0.250 0.877  0.01
C9 -4.020 -0.649 1.078  0.00
C10 -4.370 -1.969 0.923  0.01
C11 -3.388 -2.898 0.581  0.00
C12 -2.110 -2.450 0.372  0.01
N5 -1.760 -1.148 0.503  0.01
C13 -0.872 2.922 1.523  0.00
C14 -1.662 3.949 2.004  0.00
C15 -1.010 5.117 2.382  0.00
C16 0.378 5.236 2.292  0.00
C17 1.165 4.191 1.822  0.00
C18 0.507 3.040 1.434  0.00
H1 4.226 -3.252 -0.137  0.00
H2 5.760 -1.294 0.254  0.00
H3 4.734 0.939 0.708  0.00
H4 1.808 -2.861 -0.161  0.00
H5 -4.732 0.109 1.367  0.00
H6 -5.394 -2.283 1.074  0.00
H7 -3.608 -3.948 0.467  0.00
H8 -1.327 -3.136 0.083  0.00
H9 -2.735 3.844 2.078  0.00
H10 -1.586 5.952 2.757  0.00
H11 0.847 6.160 2.600  0.00
H12 2.240 4.271 1.757  0.00
Cl1 -0.594 2.107 -5.025  0.19
Ge1 -0.285 0.403 -3.801  0.45
Cl2 1.395 0.784 -2.445  0.17
Cl3 -1.851 0.347 -2.263  0.15
F1 0.038 -2.148 -1.487  0.05
Sb1 0.227 -3.472 -3.104  0.01
F2 -1.255 -4.277 -2.294  0.00
F3 -0.903 -2.230 -3.962  0.07
F4 0.385 -4.622 -4.544  0.00
F5 1.644 -2.315 -3.562  0.01
F6 1.372 -4.411 -1.959  0.00

---

The following is a quantum chemistry calculation of a structure of composition C18H12Cl5IrNPS5 in a non-equilibrium geometry, from OMol25.

Calculated values
Charge: +1
E_HOMO (spin up / spin down): -0.400 / -0.414 hartree
2S+1: 2
HOMO-LUMO gap (spin up / spin down): 5.783 / 5.717 eV

Last column: Löwdin spin population.
Cartesian coordinates (Å):
Ir1 -0.866 0.219 1.001  0.03
S1 -7.731 0.526 0.099  0.16
C1 -6.149 0.206 0.134  -0.01
S2 -5.397 -0.732 1.402  0.03
C2 -3.785 -0.664 0.776  0.17
C3 -3.624 0.056 -0.406  0.15
S3 -2.132 0.176 -1.150  0.23
S4 -5.037 0.766 -1.094  0.02
S5 -2.509 -1.483 1.554  0.17
Cl1 2.530 0.751 1.121  0.00
C4 1.571 2.107 0.634  0.00
C5 0.182 1.982 0.601  0.01
C6 -0.535 3.127 0.318  0.00
Cl2 -2.267 3.015 0.410  0.01
C7 0.064 4.344 0.017  0.00
Cl3 -0.891 5.723 -0.332  0.00
C8 1.454 4.423 -0.006  0.00
Cl4 2.224 5.903 -0.391  0.00
C9 2.217 3.300 0.317  0.00
Cl5 3.928 3.395 0.325  0.00
N1 -1.322 0.790 4.070  0.00
C10 -1.299 0.455 2.969  0.01
H1 -1.407 1.036 5.039  0.00
C11 -0.638 -2.980 -0.317  0.01
P1 0.374 -1.649 0.396  0.00
C12 1.187 -2.468 1.786  0.00
C13 1.576 -1.436 -0.930  0.00
C14 2.832 -2.035 -0.870  0.00
C15 3.682 -1.958 -1.962  0.00
C16 3.294 -1.268 -3.102  0.00
C17 2.045 -0.663 -3.159  0.00
C18 1.187 -0.743 -2.075  0.00
H2 0.040 -3.763 -0.659  0.00
H3 -1.195 -2.590 -1.168  0.00
H4 -1.331 -3.382 0.418  0.01
H5 1.542 -3.453 1.486  0.00
H6 0.449 -2.583 2.581  0.00
H7 2.006 -1.866 2.174  0.00
H8 3.152 -2.554 0.025  0.00
H9 4.650 -2.437 -1.919  0.00
H10 3.966 -1.209 -3.947  0.00
H11 1.743 -0.130 -4.051  0.00
H12 0.220 -0.256 -2.113  0.00

---

The following is a quantum chemistry calculation of a structure of composition C18H12ClN3PdS5Se2 in a non-equilibrium geometry, from OMol25.

Calculated values
Charge: 0
E_HOMO: -0.244 hartree
HOMO-LUMO gap: 5.796 eV

Last column: Löwdin charge in e.
Cartesian coordinates (Å):
Pd1 -0.456 0.410 -0.273  0.45
Se1 -0.169 -3.121 -1.474  0.65
Se2 1.814 -2.108 -2.081  0.65
C1 2.482 -1.496 -0.381  -0.66
C2 3.811 -1.807 -0.116  -0.11
C3 4.371 -1.352 1.065  -0.06
C4 3.585 -0.622 1.939  -0.05
C5 2.273 -0.366 1.581  -0.15
N1 1.722 -0.786 0.443  0.00
C6 -1.489 -1.811 -2.034  -0.68
C7 -1.921 -1.798 -3.349  -0.10
C8 -2.926 -0.912 -3.705  -0.05
C9 -3.491 -0.102 -2.742  -0.05
C10 -3.008 -0.180 -1.451  -0.15
N2 -2.017 -1.011 -1.090  -0.07
H1 4.382 -2.394 -0.823  0.10
H2 5.403 -1.577 1.304  0.11
H3 3.979 -0.249 2.875  0.11
H4 1.631 0.232 2.219  0.09
H5 -1.473 -2.467 -4.070  0.11
H6 -3.269 -0.863 -4.730  0.12
H7 -4.277 0.600 -2.987  0.11
H8 -3.415 0.433 -0.662  0.11
S1 1.942 6.646 -3.223  0.51
C11 1.437 5.239 -2.548  -1.53
S2 0.993 3.838 -3.458  0.89
C12 0.570 2.809 -2.107  -1.14
C13 0.686 3.336 -0.911  -1.14
S3 0.302 2.476 0.570  0.58
S4 1.258 4.988 -0.848  0.89
S5 0.042 1.160 -2.402  0.55
Cl1 -1.157 -3.539 3.716  0.70
C14 -1.254 -1.854 3.348  -0.64
C15 -1.542 -0.928 4.333  -0.08
C16 -1.597 0.408 3.978  -0.04
C17 -1.362 0.767 2.662  -0.16
N3 -1.092 -0.142 1.719  -0.05
C18 -1.035 -1.434 2.050  -0.16
H9 -1.721 -1.251 5.352  0.12
H10 -1.817 1.170 4.712  0.11
H11 -1.385 1.799 2.338  0.05
H12 -0.811 -2.138 1.261  0.06

---

The following is a quantum chemistry calculation of a structure of composition C18H13BrGaN4O3S6, from OMol25.

Calculated values
Charge: -1
E_HOMO: -0.174 hartree
HOMO-LUMO gap: 7.052 eV

Last column: Löwdin charge in e.
Cartesian coordinates (Å):
Ga1 -0.649 -0.205 0.128  -0.02
N1 -3.809 -2.665 1.970  0.05
C1 -2.687 -2.085 1.457  -0.83
S1 -2.893 -0.443 0.909  0.74
N2 -1.602 -2.789 1.443  0.01
N3 -0.495 -2.152 0.972  -0.11
C2 0.572 -2.854 0.866  -0.09
C3 1.856 -2.359 0.440  -0.16
C4 2.883 -3.289 0.226  -0.05
C5 4.149 -2.898 -0.147  -0.12
C6 4.432 -1.537 -0.264  -0.09
C7 3.451 -0.597 -0.037  -0.01
C8 2.133 -0.978 0.278  -0.35
O1 1.231 -0.045 0.454  -0.12
H1 -4.677 -2.197 1.791  0.06
H2 -3.817 -3.664 2.086  0.09
H3 0.499 -3.907 1.138  0.13
H4 2.660 -4.344 0.348  0.11
H5 4.914 -3.640 -0.338  0.09
H6 5.428 -1.212 -0.539  0.10
H7 3.665 0.461 -0.114  0.11
Br1 0.454 -0.368 3.714  0.83
C9 -0.208 1.287 3.090  -0.69
C10 -0.302 2.343 3.983  -0.10
C11 -0.833 3.535 3.518  -0.05
C12 -1.195 3.641 2.186  0.01
C13 -1.020 2.541 1.367  -0.16
N4 -0.559 1.377 1.821  0.04
C14 -1.299 2.604 -0.132  -0.56
O2 -1.709 3.654 -0.597  0.07
O3 -1.028 1.527 -0.771  -0.07
H8 0.023 2.220 5.005  0.10
H9 -0.954 4.372 4.194  0.11
H10 -1.607 4.543 1.758  0.12
C15 1.697 1.530 -2.919  -0.38
S2 1.027 0.725 -4.396  0.80
C16 -0.688 0.610 -4.036  -1.00
C17 -1.284 -0.167 -3.108  -1.08
S3 -0.538 -1.297 -2.020  0.68
S4 -3.039 -0.098 -3.107  0.90
C18 -3.253 0.937 -4.478  -1.51
S5 -4.719 1.310 -5.119  0.47
S6 -1.749 1.535 -5.085  0.89
H11 2.771 1.603 -3.087  0.03
H12 1.500 0.914 -2.050  0.00
H13 1.266 2.521 -2.797  0.04

---

The following is a quantum chemistry calculation of a structure of composition C18H13BrN2O4RuS3 in a non-equilibrium geometry, from OMol25.

Calculated values
Charge: -1
E_HOMO (spin up / spin down): -0.110 / -0.175 hartree
2S+1: 6
HOMO-LUMO gap (spin up / spin down): 5.681 / 6.934 eV

Last column: Löwdin spin population.
Cartesian coordinates (Å):
Ru1 0.092 -0.031 -0.084  3.39
O1 -0.572 -1.482 1.722  0.05
S1 0.408 -2.584 1.652  0.02
O2 1.728 -2.174 2.161  0.00
O3 0.572 -2.464 -0.148  0.04
O4 1.842 0.382 1.700  0.06
Br1 1.913 1.376 6.834  0.01
C1 1.192 1.569 5.075  0.06
C2 1.768 0.856 4.032  0.00
C3 1.266 1.013 2.757  0.04
C4 0.138 1.852 2.509  0.01
C5 -0.411 2.547 3.605  0.05
C6 0.111 2.410 4.876  0.00
N1 -0.373 1.818 1.259  0.26
C7 -1.285 2.640 0.761  0.21
C8 -1.933 2.326 -0.444  0.09
C9 -2.769 3.252 -1.121  0.06
C10 -3.350 2.912 -2.310  0.04
C11 -3.136 1.624 -2.829  0.12
C12 -2.336 0.754 -2.108  0.01
N2 -1.746 1.069 -0.968  0.18
H1 2.590 0.175 4.206  0.00
H2 2.029 -0.572 1.942  0.00
H3 -1.301 3.141 3.462  0.01
H4 -0.326 2.938 5.712  0.00
H5 -1.516 3.589 1.245  0.01
H6 -2.916 4.227 -0.680  0.00
H7 -3.968 3.620 -2.849  0.00
H8 -3.580 1.317 -3.763  0.01
H9 -2.171 -0.261 -2.463  0.00
S2 1.672 -3.274 -1.088  0.01
C13 1.196 -2.635 -2.673  0.02
C14 0.831 -3.559 -3.639  0.00
C15 0.452 -3.141 -4.901  0.01
C16 0.444 -1.784 -5.191  0.00
C17 0.830 -0.863 -4.240  0.02
C18 1.209 -1.258 -2.950  0.03
S3 1.790 -0.051 -1.829  0.17
H10 0.854 -4.609 -3.382  0.00
H11 0.156 -3.859 -5.650  0.00
H12 0.136 -1.445 -6.171  0.00
H13 0.866 0.189 -4.477  0.00

---

no.,calculated total energy (hartree)
1,-3817.7951
2,-6414.9467
3,-5485.2216
4,-8239.3016
5,-8026.6534
6,-4967.6908